The following is a DFT calculation (wB97M-V/def2-TZVPD) of a single C21H31N3O2S molecule.

```
! wB97M-V def2-TZVPD RIJCOSX def2/J DEFGRID3
* xyz 0 1
C -8.477 -2.984 -0.534
C -7.259 -2.116 -0.812
O -7.016 -1.336 0.343
C -5.973 -0.465 0.343
C -5.089 -0.269 -0.713
C -4.057 0.646 -0.601
C -3.877 1.376 0.568
N -2.862 2.328 0.724
C -1.751 2.549 -0.037
S -1.194 4.108 -0.142
N -1.148 1.501 -0.653
C -0.061 1.756 -1.575
C 1.291 1.724 -0.865
C 1.471 0.377 -0.164
N 2.724 0.330 0.555
C 3.657 -0.631 0.348
O 3.471 -1.552 -0.419
C 4.920 -0.427 1.181
C 5.684 0.820 0.713
C 6.277 0.608 -0.676
C 7.228 -0.584 -0.664
C 6.479 -1.841 -0.236
C 5.836 -1.654 1.136
C 0.283 0.125 0.771
C -1.032 0.206 -0.009
C -4.776 1.191 1.619
C -5.805 0.285 1.509
H -8.287 -3.624 0.324
H -9.336 -2.356 -0.314
H -8.697 -3.601 -1.400
H -6.386 -2.746 -1.032
H -7.448 -1.463 -1.675
H -5.196 -0.815 -1.637
H -3.395 0.801 -1.439
H -3.116 3.132 1.283
H -0.220 2.730 -2.039
H -0.095 0.980 -2.347
H 2.092 1.886 -1.586
H 1.320 2.532 -0.130
H 1.525 -0.428 -0.906
H 2.900 1.067 1.218
H 4.594 -0.271 2.217
H 5.026 1.692 0.707
H 6.492 1.019 1.421
H 5.472 0.420 -1.390
H 6.805 1.511 -0.991
H 7.658 -0.727 -1.657
H 8.048 -0.386 0.032
H 5.698 -2.064 -0.962
H 7.164 -2.691 -0.201
H 5.256 -2.543 1.387
H 6.617 -1.531 1.891
H 0.375 -0.858 1.233
H 0.278 0.880 1.562
H -1.873 0.041 0.663
H -1.049 -0.565 -0.786
H -4.661 1.769 2.525
H -6.502 0.137 2.318
*
```

Output
Energy relative to the best compared isomer or geometry (same formula, charge and spin) = 6.9 kJ/mol
Kohn-Sham gap = 8.5 eV
Structure (SMILES) = CCOc1ccc(NC(=S)N2CCC(NC(=O)C3CCCCC3)CC2)cc1
Max |F| = 0.01268 hartree/bohr

Atom charges from the natural (NBO) analysis, given in e for atoms 1 to 6:
1. C -0.62
2. C -0.06
3. O -0.50
4. C 0.30
5. C -0.29
6. C -0.24


The following is a DFT calculation (wB97M-V/def2-TZVPD) of 2 unconnected molecules or ions with the total composition C2H2FNO2.

```
! wB97M-V def2-TZVPD RIJCOSX def2/J DEFGRID3
* xyz 0 1
C 0.322 0.772 -0.161
C -1.578 -0.298 -0.154
N 1.311 -0.011 0.274
O 0.299 1.915 -0.560
O -2.679 -0.133 0.268
F -0.987 -1.468 -0.513
H 1.070 -0.953 0.700
H 2.241 0.176 0.145
*
```

Output
Energy relative to the best compared isomer or geometry (same formula, charge and spin) = 201.1 kJ/mol
Kohn-Sham gap = 9.7 eV
Max |F| = 0.09620 hartree/bohr

Atom charges from the natural (NBO) analysis, given in e for atoms 1 to 6:
1. C 0.68
2. C 0.75
3. N -0.83
4. O -0.54
5. O -0.52
6. F -0.37


The following is a DFT calculation (wB97M-V/def2-TZVPD) of a single C21H30N4O4 molecule.

```
! wB97M-V def2-TZVPD RIJCOSX def2/J DEFGRID3
* xyz 0 1
C -6.540 -3.124 -0.274
C -5.668 -2.812 0.937
O -4.560 -1.997 0.601
C -4.714 -0.695 0.339
C -5.864 0.040 0.566
C -5.932 1.422 0.333
N -7.076 2.086 0.570
C -4.765 2.070 -0.142
N -4.705 3.454 -0.394
O -3.642 3.932 -0.752
O -5.717 4.137 -0.239
C -3.609 1.316 -0.384
C -3.559 -0.034 -0.162
C -2.346 -0.824 -0.554
O -2.402 -1.832 -1.225
N -1.187 -0.273 -0.126
C 0.117 -0.773 -0.502
C 0.942 0.330 -1.166
C 2.333 -0.193 -1.508
N 3.000 -0.658 -0.307
C 4.416 -0.906 -0.519
C 5.228 0.369 -0.262
C 6.690 0.192 -0.669
C 7.535 1.330 -0.183
C 7.147 2.188 0.746
C 5.817 2.117 1.430
C 5.159 0.759 1.213
C 2.275 -1.770 0.274
C 0.886 -1.306 0.707
H -5.928 -3.574 -1.051
H -7.326 -3.819 0.009
H -6.993 -2.221 -0.675
H -6.254 -2.357 1.745
H -5.214 -3.731 1.315
H -6.758 -0.435 0.940
H -7.886 1.596 0.904
H -7.099 3.080 0.383
H -2.754 1.840 -0.787
H -1.213 0.555 0.448
H -0.066 -1.588 -1.211
H 0.443 0.679 -2.072
H 1.040 1.169 -0.475
H 2.926 0.610 -1.948
H 2.246 -1.004 -2.256
H 4.613 -1.278 -1.538
H 4.750 -1.675 0.182
H 4.799 1.185 -0.852
H 6.773 0.116 -1.756
H 7.079 -0.744 -0.252
H 8.514 1.419 -0.636
H 7.796 2.999 1.048
H 5.945 2.310 2.498
H 5.173 2.911 1.036
H 5.682 0.004 1.804
H 4.116 0.781 1.532
H 2.828 -2.124 1.148
H 2.173 -2.613 -0.436
H 0.341 -2.133 1.163
H 0.995 -0.508 1.445
*
```

Output
Energy relative to the best compared isomer or geometry (same formula, charge and spin) = 422.1 kJ/mol
Kohn-Sham gap = 8.3 eV
Structure (SMILES) = CCOc1cc(N)c([N+](=O)[O-])cc1C(=O)NC1CCN(C[C@@H]2CC=CCC2)CC1
Max |F| = 0.02371 hartree/bohr

Atom charges from the natural (NBO) analysis, given in e for atoms 1 to 6:
1. C -0.64
2. C -0.06
3. O -0.48
4. C 0.49
5. C -0.41
6. C 0.26


The following is a DFT calculation (wB97M-V/def2-TZVPD) of a single C8H7NO4 molecule.

```
! wB97M-V def2-TZVPD RIJCOSX def2/J DEFGRID3
* xyz 0 1
O 0.273 2.906 0.669
N -0.757 3.159 -0.222
C -0.740 1.807 -1.100
C -0.416 0.499 -0.389
C -1.219 0.322 0.807
O -2.189 1.199 0.882
C -0.926 -0.596 1.652
C -0.040 -1.617 1.430
C 0.682 -1.446 0.287
C 0.478 -0.462 -0.589
O 1.440 -0.330 -1.445
C 2.253 -1.515 -1.303
O 1.791 -2.176 -0.002
H -0.017 2.188 -1.980
H -1.710 1.944 -1.459
H -2.649 1.015 1.670
H -1.626 -0.772 2.488
H -0.145 -2.523 1.988
H 3.420 -1.311 -1.263
H 2.097 -2.292 -2.120
*
```

Output
Energy relative to the best compared isomer or geometry (same formula, charge and spin) = 493.0 kJ/mol
Kohn-Sham gap = 7.2 eV
Structure (SMILES) = O=NCc1c(O)ccc2c1OCO2
Max |F| = 0.19839 hartree/bohr

Atom charges from the natural (NBO) analysis, given in e for atoms 1 to 6:
1. O -0.33
2. N 0.17
3. C -0.31
4. C -0.12
5. C 0.38
6. O -0.66


The following is a DFT calculation (wB97M-V/def2-TZVPD) of a molecular structure, C41H46BrCoN6O2P.

```
! wB97M-V def2-TZVPD RIJCOSX def2/J DEFGRID3
* xyz 1 5
Co 0.827 0.022 -0.043
C -3.248 -3.457 1.295
N -2.204 -2.987 0.404
C -2.261 -3.524 -0.940
C -1.326 -2.006 0.796
N -1.010 -0.944 0.076
C -1.775 -0.560 -1.055
C -3.166 -0.536 -1.088
C -3.840 -0.177 -2.246
C -3.126 0.190 -3.378
C -1.741 0.250 -3.331
C -1.052 -0.107 -2.176
N 0.338 0.095 -2.023
C 1.186 -0.168 -3.004
N 0.967 -1.138 -3.926
C 1.359 -0.999 -5.319
C 0.248 -2.345 -3.570
N 2.322 0.545 -3.121
C 2.487 1.798 -2.400
C 3.576 -0.063 -3.564
N -0.724 -2.230 1.993
C -0.541 -3.571 2.531
C -0.134 -1.182 2.800
H -4.230 -3.206 0.879
H -3.163 -2.982 2.269
H -3.205 -4.541 1.431
H -3.189 -3.258 -1.452
H -2.191 -4.614 -0.889
H -1.429 -3.151 -1.527
H -3.723 -0.822 -0.203
H -4.923 -0.181 -2.260
H -3.647 0.468 -4.285
H -1.179 0.602 -4.189
H 1.717 0.010 -5.506
H 0.488 -1.183 -5.953
H 2.142 -1.709 -5.595
H 0.345 -2.507 -2.498
H 0.709 -3.188 -4.086
H -0.811 -2.299 -3.844
H 1.528 2.303 -2.311
H 3.175 2.430 -2.962
H 2.908 1.627 -1.407
H 3.419 -1.109 -3.813
H 4.291 -0.016 -2.744
H 3.972 0.460 -4.437
H -0.641 -4.312 1.743
H -1.250 -3.799 3.330
H 0.466 -3.643 2.942
H -0.285 -0.219 2.342
H 0.941 -1.344 2.913
H -0.592 -1.172 3.795
C -3.896 4.423 4.640
C -3.525 5.140 3.508
C -2.746 4.541 2.533
C -2.330 3.216 2.698
C -2.705 2.501 3.835
C -3.488 3.107 4.804
P -1.260 2.433 1.500
C -1.632 3.013 -0.126
C -0.609 3.311 -1.033
C -0.933 3.763 -2.299
C -2.264 3.911 -2.668
C -3.282 3.607 -1.772
C -2.974 3.153 -0.504
C 0.450 2.439 1.932
C 0.867 3.309 2.957
C 2.213 3.412 3.230
C 3.112 2.645 2.492
C 2.674 1.766 1.510
C 1.315 1.599 1.193
H -4.508 4.896 5.397
H -3.842 6.168 3.388
H -2.457 5.097 1.650
H -2.380 1.474 3.962
H -3.781 2.552 5.686
H 0.424 3.206 -0.732
H -0.146 4.002 -3.002
H -2.510 4.263 -3.662
H -4.318 3.722 -2.066
H -3.767 2.907 0.193
H 0.149 3.906 3.507
H 2.566 4.083 4.002
H 4.173 2.721 2.703
H 3.413 1.156 1.004
Br 2.615 -6.147 2.737
C 3.705 -4.739 2.077
C 5.074 -4.782 2.288
C 5.861 -3.748 1.800
C 5.284 -2.689 1.115
C 3.909 -2.658 0.917
C 3.114 -3.691 1.399
C 3.278 -1.495 0.196
O 3.981 -0.600 -0.279
O 1.988 -1.520 0.152
H 5.516 -5.612 2.824
H 6.931 -3.773 1.959
H 5.884 -1.876 0.729
H 2.047 -3.664 1.229
*
```

Output
Energy relative to the best compared isomer or geometry (same formula, charge and spin) = 0.0 kJ/mol
Kohn-Sham gap (spin up / spin down) = 8.0 / 5.3 eV
<S²> = 6.021
Max |F| = 0.00615 hartree/bohr

Atom charges from the natural (NBO) analysis, given in e for atoms 1 to 6:
1. Co 1.43
2. C -0.40
3. N -0.46
4. C -0.41
5. C 0.69
6. N -0.72


The following is a DFT calculation (wB97M-V/def2-TZVPD) of 3 unconnected molecules or ions with the total composition C12H33N2O5.

```
! wB97M-V def2-TZVPD RIJCOSX def2/J DEFGRID3
* xyz 1 1
O 11.419 21.347 37.350
H 10.981 21.680 36.461
H 12.120 20.845 37.027
H 11.826 22.080 37.937
C 9.161 23.749 36.440
O 10.095 23.361 35.866
C 9.986 23.074 34.453
C 11.257 22.391 33.969
N 11.387 21.022 34.547
C 12.749 20.549 34.423
C 12.824 19.066 35.036
O 12.662 19.254 36.500
C 12.719 17.997 37.144
H 9.472 24.231 37.350
H 8.650 22.999 36.710
H 8.367 24.362 35.908
H 9.896 23.880 33.965
H 9.047 22.440 34.180
H 12.249 22.899 34.087
H 11.249 22.335 32.797
H 10.687 20.455 34.028
H 13.637 21.153 34.561
H 12.674 20.295 33.363
H 13.858 18.731 34.895
H 11.947 18.512 34.550
H 12.278 18.126 38.212
H 13.523 17.618 37.235
H 12.181 17.469 36.524
C 8.727 22.890 41.685
O 9.311 23.562 40.721
C 10.503 22.804 40.314
C 11.472 23.727 39.700
N 12.532 23.025 38.999
C 13.296 23.906 38.086
C 14.612 23.282 37.766
O 14.283 22.174 36.967
C 15.367 21.260 36.872
H 9.251 22.573 42.453
H 8.197 22.265 41.223
H 7.935 23.552 41.948
H 10.255 21.970 39.700
H 10.937 22.352 41.222
H 11.823 24.590 40.317
H 10.905 24.311 38.858
H 13.226 22.749 39.948
H 13.469 24.849 38.545
H 12.853 24.229 37.242
H 15.311 23.216 38.509
H 15.218 23.801 37.098
H 15.949 21.610 36.149
H 14.970 20.371 36.299
H 15.884 21.199 37.720
*
```

Output
Energy relative to the best compared isomer or geometry (same formula, charge and spin) = 440.0 kJ/mol
Kohn-Sham gap = 10.4 eV
Max |F| = 0.38151 hartree/bohr

Atom charges from the natural (NBO) analysis, given in e for atoms 1 to 6:
1. O -0.84
2. H 0.56
3. H 0.54
4. H 0.53
5. C -0.18
6. O -0.53